No. 1
Computed, not measured: 5 unconnected molecules or ions with the total composition C35H33N3O19P at a distorted geometry, with the ωB97M-V functional and the def2-TZVPD basis.

Output
net charge = +1
molar mass = 830.6 g/mol
total energy = -89485.604 eV
LUMO = -4.4 eV
multiplicity = 1
E_HOMO = -10.89 eV

Positions of all 91 atoms, in Å:
N -1.44860 -4.73714 3.65544
C -1.06150 -3.42892 3.43359
N -0.53679 -3.04946 2.22454
C -1.12888 -1.78676 1.66474
C -2.18732 -1.22447 2.60058
C -2.77466 0.14475 2.14174
C -4.20737 0.19694 2.65524
C -5.16995 -0.51851 1.97902
C -6.47410 -0.55613 2.40395
C -6.80323 0.14960 3.54852
C -5.85738 0.86944 4.21062
C -4.54649 0.90694 3.78632
C -1.54398 -1.17726 3.98514
P 0.08555 -0.27920 4.08790
O 0.29150 0.22855 5.43845
O 0.19812 0.87620 3.00491
O 1.26908 -1.33309 3.75890
N -1.26308 -2.58380 4.42495
H -2.38088 -4.97490 3.35262
H -0.89270 -5.42135 4.14015
H 0.48075 -2.99361 2.24255
H -0.33914 -1.05932 1.46383
H -1.58436 -2.02014 0.69697
H -3.04048 -1.91909 2.56518
H -2.74662 0.15443 1.04912
H -2.21706 0.98768 2.55389
H -4.89670 -1.09569 1.09548
H -7.20932 -1.14882 1.87281
H -7.83359 0.09075 3.88717
H -6.12305 1.40366 5.11957
H -3.76127 1.45444 4.30103
H -2.22306 -0.70646 4.70031
H 0.91808 0.67614 2.37918
H 1.91139 -1.31136 4.48400
H -2.03787 -2.92261 4.99386
C 1.61673 1.23368 -1.44565
C 2.41368 1.67005 -2.43710
C 3.86108 1.26386 -2.51358
O 4.52965 1.67446 -3.44115
C 4.39307 0.40136 -1.47188
C 3.59141 -0.02462 -0.48976
C 2.14408 0.36015 -0.42730
O 1.45806 -0.08259 0.49463
O 4.03173 -0.81823 0.49398
O 1.97622 2.46870 -3.39068
H 0.57517 1.51423 -1.37727
H 5.44735 0.12908 -1.53558
H 3.26460 -0.98140 1.07006
H 2.73552 2.62910 -3.98550
C -7.91869 4.92459 5.49195
C -8.47276 3.73872 5.76670
C -9.63910 3.21306 4.98436
O -10.08135 2.11540 5.27289
C -10.18521 4.04148 3.92176
C -9.63539 5.23233 3.64742
C -8.45037 5.74692 4.41192
O -7.98345 6.82545 4.10413
O -10.09970 6.02648 2.68761
O -8.01051 2.96244 6.75281
H -7.07550 5.31202 6.04654
H -11.03654 3.65850 3.37702
H -9.52897 6.81878 2.69456
H -8.57678 2.16746 6.74946
C 6.36660 -2.88196 -2.82584
C 6.79961 -4.09476 -3.19679
C 8.25835 -4.37588 -3.42325
O 8.58622 -5.50175 -3.73979
C 9.20263 -3.28122 -3.25503
C 8.76773 -2.06901 -2.88782
C 7.31386 -1.79840 -2.63622
O 6.98164 -0.67706 -2.28566
O 9.59283 -1.03709 -2.72407
O 5.97440 -5.11797 -3.38512
H 5.32000 -2.66838 -2.65809
H 10.24733 -3.48977 -3.43710
H 9.03475 -0.28229 -2.45943
H 6.53910 -5.87229 -3.64525
C 5.88120 0.88221 -8.05434
C 5.19990 0.91804 -6.89956
C 3.74830 0.52283 -6.83279
O 3.17851 0.55552 -5.75436
C 3.08699 0.12278 -8.06286
C 3.77002 0.09134 -9.21547
C 5.22441 0.45948 -9.28067
O 5.78972 0.39195 -10.35498
O 3.20855 -0.26541 -10.36511
O 5.76496 1.30081 -5.75773
H 6.92353 1.16092 -8.11748
H 2.04067 -0.14205 -8.00448
H 3.91469 -0.20493 -11.03782
H 5.07439 1.24149 -5.05748

Atom charges from the Löwdin analysis, given in e for atoms 1 to 2: number 1, N, carries 0.154; number 2, C, carries -0.348



No. 2
Computed, not measured: a molecular structure, C28H27BrF5NO20 at a distorted geometry, with the ωB97M-V functional and the def2-TZVPD basis.

Output
net charge = 0
molar mass = 872.4 g/mol
total energy = -155529.956 eV
LUMO = -2.2 eV
multiplicity = 1
E_HOMO = -10.07 eV

Positions of all 82 atoms, in Å:
O 0.65410 5.16195 -0.54852
C -0.38754 4.33921 -0.69306
C -2.00707 4.56550 -0.57834
C -2.92195 5.70926 0.15807
C -4.56634 5.51951 0.05880
C -5.14376 4.20455 -0.76190
C -6.79751 4.03447 -0.78882
F -7.29680 4.76675 0.43430
F -7.40736 4.66225 -1.98372
C -7.20512 2.45534 -0.55732
F -6.29570 1.74690 0.41927
F -8.55111 2.47906 0.12194
F -7.18575 1.63941 -1.79546
C -4.18191 3.08714 -1.53148
C -2.55688 3.27791 -1.43113
C -1.29558 2.41040 -2.01766
O -1.23536 1.59146 -3.07131
N -0.18237 2.85055 -1.04396
Br -0.69309 1.77638 0.44903
H -2.41695 6.59070 0.73885
H -5.26165 6.31802 0.57350
H -4.61268 2.14961 -2.11216
C 2.84304 -1.52317 1.92855
C 3.05257 -2.05752 0.54886
O 1.73477 -2.24130 0.06744
C 0.93053 -1.40035 0.78134
O -0.23831 -1.17464 0.51572
O 1.60499 -0.84459 1.83001
H 3.63773 -0.83730 2.23462
H 2.75171 -2.31846 2.67571
H 3.57053 -1.34468 -0.10142
H 3.60139 -3.00328 0.54781
C 7.99311 1.08958 1.74042
C 7.14039 0.84322 0.53827
O 6.22699 -0.14148 0.98345
C 6.15950 -0.03466 2.34275
O 5.34370 -0.61488 3.03954
O 7.12290 0.80649 2.82003
H 8.35202 2.12116 1.79206
H 8.85113 0.41110 1.79076
H 6.58011 1.73345 0.23353
H 7.71911 0.47824 -0.31468
C -1.90667 -5.27275 1.68607
C -0.78590 -4.45880 1.12539
O 0.23466 -4.59838 2.09549
C -0.01538 -5.75830 2.77056
O 0.75631 -6.27510 3.56119
O -1.24054 -6.26454 2.44473
H -2.52087 -5.72946 0.90516
H -2.55248 -4.69200 2.35296
H -0.42171 -4.85086 0.16990
H -1.05847 -3.40761 0.99753
C -7.63940 1.50350 -5.50131
C -7.65591 2.62455 -4.51340
O -7.11398 3.70914 -5.24286
C -7.32230 3.44163 -6.56524
O -7.13374 4.24039 -7.46753
O -7.76985 2.16470 -6.74580
H -8.46290 0.80077 -5.34751
H -6.69374 0.95149 -5.49176
H -8.67037 2.88508 -4.19355
H -7.04886 2.40944 -3.62973
C 0.76504 -3.64264 -4.81961
C 1.46085 -2.97731 -3.67672
O 0.57524 -3.18272 -2.59247
C -0.17829 -4.27938 -2.89775
O -0.92622 -4.84079 -2.11474
O 0.01514 -4.66607 -4.19256
H 1.46590 -4.06463 -5.54511
H 0.07680 -2.96838 -5.33998
H 2.42212 -3.44659 -3.44210
H 1.61972 -1.90958 -3.85095
C 6.07406 -1.01478 6.37797
C 7.19484 -0.20084 5.81729
O 8.21539 -0.34041 6.78739
C 7.96536 -1.50033 7.46246
O 8.73705 -2.01713 8.25309
O 6.74019 -2.00657 7.13663
H 5.45987 -1.47149 5.59706
H 5.42826 -0.43403 7.04486
H 7.55903 -0.59289 4.86180
H 6.92227 0.85036 5.68944

Atom charges from the Löwdin analysis, given in e for atoms 1 to 2: number 1, O, carries 0.011; number 2, C, carries -0.302



No. 3
Computed, not measured: a molecular structure, C43H48ClKN7O10SSi at a distorted geometry, with the ωB97M-V functional and the def2-TZVPD basis.

Output
net charge = -1
molar mass = 957.6 g/mol
total energy = -123836.393 eV
LUMO = 1.3 eV
multiplicity = 1
E_HOMO = -5.62 eV

Positions of all 112 atoms, in Å:
K 0.11973 1.40970 1.38742
O -6.08702 -1.45184 5.37494
N -6.34051 -0.50943 4.64385
O -7.45001 -0.00289 4.57107
C -5.28619 0.02521 3.79286
C -5.69841 0.68107 2.67793
C -4.76604 1.16316 1.72650
C -5.16019 1.83140 0.55059
C -4.20327 2.24461 -0.33598
C -2.85222 1.99364 -0.03310
N -2.46940 1.35193 1.04521
C -3.39044 0.92720 1.91839
C -2.94587 0.21963 3.09897
N -1.63002 0.00311 3.22238
C -1.17901 -0.51783 4.33488
C -2.01104 -0.85391 5.41114
C -3.36635 -0.70723 5.27609
C -3.88686 -0.18274 4.07667
H -6.75778 0.80612 2.50262
H -6.21379 2.00431 0.36333
H -4.46699 2.74418 -1.25868
H -2.05085 2.28349 -0.70981
H -0.10848 -0.65128 4.39822
H -1.58678 -1.23195 6.33149
H -4.02806 -0.98155 6.08047
N 4.24431 -1.80718 3.35522
C 3.88577 -2.60511 4.45517
C 4.76192 -2.74849 5.52148
C 4.40736 -3.51228 6.62682
C 3.16061 -4.10662 6.68832
C 2.28083 -3.96728 5.61984
C 2.65367 -3.25662 4.49310
S 1.57797 -3.14771 3.08368
N 2.13104 -1.79462 2.29263
C 3.27789 -1.29312 2.48376
C 3.69563 -0.09570 1.70345
C 5.04127 0.17326 1.45363
C 5.37437 1.35634 0.81082
C 4.36350 2.19713 0.38900
C 3.04741 1.79641 0.59493
N 2.72557 0.70220 1.26365
H 5.01043 -1.18276 3.54319
H 5.72675 -2.25489 5.48234
H 5.10798 -3.62389 7.44408
H 2.86204 -4.66800 7.56376
H 1.29782 -4.42229 5.64842
H 5.81573 -0.53881 1.70931
H 6.41295 1.60478 0.63284
H 4.57632 3.13312 -0.10855
H 2.21957 2.37502 0.20286
O 0.65395 3.77590 4.89298
Cl 0.18593 2.90049 3.86052
O -1.22977 2.71035 3.98527
O 0.85980 1.63083 3.96819
O 0.47580 3.46409 2.57034
N -0.74491 -1.97104 0.87169
C -0.73535 -2.87882 0.16694
C -0.75320 -4.02033 -0.69694
C 0.35809 -4.85615 -0.78529
C 0.31408 -5.96681 -1.61052
C -0.83159 -6.24993 -2.34130
C -1.93647 -5.41402 -2.25518
C -1.90158 -4.29824 -1.43796
H 1.24335 -4.62589 -0.20752
H 1.17664 -6.61592 -1.68633
H -0.86335 -7.12318 -2.98005
H -2.82747 -5.63281 -2.82911
H -2.74989 -3.63038 -1.36974
C -2.43918 -0.29160 -2.43434
C -1.48704 -0.47424 -3.61917
C -2.10397 0.14697 -4.87974
C -1.22117 -1.96198 -3.85621
O -0.22387 0.10927 -3.36242
Si 0.18063 1.52093 -2.56692
O 0.15039 1.47567 -1.01062
O -0.88167 2.64113 -3.21910
C -0.71915 4.04730 -3.29487
C -2.12510 4.64896 -3.34501
C 0.03894 4.40205 -4.58114
C 0.03945 4.60577 -2.08646
O 1.67188 1.91396 -3.22355
C 2.71492 1.06038 -3.68009
C 2.43511 0.60096 -5.11801
C 3.98731 1.91040 -3.64820
C 2.89638 -0.17020 -2.78180
H -3.35220 -0.87541 -2.56986
H -2.69345 0.76576 -2.34951
H -1.93807 -0.58597 -1.50894
H -3.10682 -0.24656 -5.06148
H -1.47553 -0.06662 -5.74762
H -2.14951 1.22586 -4.74307
H -2.14740 -2.50145 -4.06790
H -0.74725 -2.39294 -2.97343
H -0.54157 -2.08119 -4.70260
H -2.67738 4.22110 -4.18394
H -2.07266 5.73231 -3.46938
H -2.65911 4.42216 -2.41981
H -0.53801 4.08804 -5.45408
H 0.98970 3.87068 -4.57961
H 0.21962 5.47744 -4.64364
H -0.45162 4.30961 -1.15841
H 0.09106 5.69463 -2.13802
H 1.04990 4.19363 -2.07339
H 2.34158 1.46685 -5.77778
H 1.49460 0.05657 -5.12431
H 3.23714 -0.04610 -5.48035
H 3.83148 2.82525 -4.22294
H 4.83713 1.36531 -4.06508
H 4.20876 2.18207 -2.61558
H 1.97420 -0.75099 -2.77426
H 3.10301 0.14098 -1.75965
H 3.72160 -0.78591 -3.14497

Atom charges from the Löwdin analysis, given in e for atoms 1 to 2: number 1, K, carries 0.742; number 2, O, carries 0.066



No. 4
Computed, not measured: a single C6H12O molecule at a distorted geometry, with the ωB97M-V functional and the def2-TZVPD basis.

Output
net charge = 0
molar mass = 100.2 g/mol
total energy = -8461.197 eV
LUMO = 0.9 eV
multiplicity = 1
E_HOMO = -8.21 eV
structure (SMILES) = C[C@@H]1C[C@@H]1[C@@H](C)O

Positions of all 19 atoms, in Å:
C 2.34331 0.13356 -0.28767
C 1.08430 -0.28410 0.44403
O 1.43492 -0.38181 1.81971
C 0.02792 0.73892 0.20183
C -0.71617 0.90863 -1.05025
C -1.62668 0.45736 0.03839
C -2.19288 -0.93858 -0.09390
H 2.13834 0.24256 -1.35685
H 3.13078 -0.60389 -0.13517
H 2.68466 1.10022 0.09947
H 0.72070 -1.25302 0.06950
H 0.66958 -0.69207 2.32047
H 0.23510 1.69524 0.70674
H -0.49008 0.10101 -1.75266
H -0.77231 1.88267 -1.51967
H -1.35139 0.80710 1.04723
H -1.45885 -1.66140 -0.47420
H -3.02179 -0.94113 -0.81595
H -2.60792 -1.30966 0.84628

Atom charges from the Löwdin analysis, given in e for atoms 1 to 2: number 1, C, carries -0.039; number 2, C, carries -0.442



No. 5
Computed, not measured: a molecular structure, C16H17Cl2F5MoO2 at a distorted geometry, with the ωB97M-V functional and the def2-TZVPD basis.

Output
net charge = -2
molar mass = 503.1 g/mol
total energy = -61449.713 eV
LUMO (spin up / spin down) = 4.5 / 4.5 eV
multiplicity = 3
E_HOMO (spin up / spin down) = 1.29 / 1.93 eV

Positions of all 43 atoms, in Å:
C 0.57511 2.87765 0.63586
C -0.85486 2.82894 0.39210
C -1.05014 2.19192 -0.89420
C -1.92606 3.34931 1.28464
C 0.23989 1.72066 -1.36491
C 1.24322 2.20198 -0.44568
C 2.72278 2.11715 -0.60936
C 1.25738 3.54381 1.77908
C -2.33672 2.11896 -1.63993
C 0.48808 0.88729 -2.57883
Mo -0.19551 0.78057 0.60680
Cl -2.05309 -0.40768 0.35766
Cl 0.14830 0.70212 2.89551
O -0.30755 -2.37153 -1.69087
H -1.57438 3.40472 2.32140
H -2.81217 2.70559 1.25663
H -2.22754 4.35233 0.96979
H -3.18876 1.96087 -0.97169
H -2.31776 1.32075 -2.38813
H -2.51111 3.06282 -2.17341
H -0.42427 0.36074 -2.87841
H 1.26214 0.14087 -2.36090
H 0.81573 1.49775 -3.42818
H 2.98999 1.29702 -1.27348
H 3.19508 1.93820 0.35918
H 3.13232 3.04882 -1.01973
H 0.59236 3.63709 2.63902
H 1.58503 4.55111 1.49288
H 2.14737 2.98194 2.08026
H -0.76902 -2.11844 -2.51761
O 2.10387 -0.72722 0.08094
H 1.72186 -1.45095 0.61665
F 0.47692 -3.31271 0.74210
C -0.69351 -3.72222 0.21948
C -1.11902 -3.21800 -1.01332
C -2.35292 -3.60975 -1.54361
F -2.76689 -3.04580 -2.71649
C -3.11486 -4.56372 -0.90082
F -4.28340 -4.98630 -1.42869
C -2.66004 -5.09751 0.30668
F -3.37849 -6.05419 0.92224
C -1.46575 -4.65716 0.88334
F -1.06921 -5.14672 2.07711

Atom charges from the Löwdin analysis, given in e for atoms 1 to 2: number 1, C, carries -0.385; number 2, C, carries -0.413



No. 6
Computed, not measured: 2 unconnected molecules or ions with the total composition C4H12 at a distorted geometry, with the ωB97M-V functional and the def2-TZVPD basis.

Output
net charge = 0
molar mass = 60.1 g/mol
total energy = -4341.248 eV
LUMO = 1.1 eV
multiplicity = 1
E_HOMO = -10.83 eV
structure (SMILES) = CC.CC

Positions of all 16 atoms, in Å:
C -0.91640 -0.31632 1.60303
C -0.62424 0.48406 2.75844
H -1.96791 -0.23851 1.27752
H -0.32415 0.04481 0.77238
H -0.76534 -1.40431 1.63972
H -1.05913 1.51675 2.58847
H -0.83414 -0.07574 3.65265
H 0.33993 0.81463 3.02381
C 0.61744 -0.54188 -1.57512
C 0.88775 0.39020 -2.71080
H 1.26124 -1.41332 -1.82908
H 1.06527 -0.36714 -0.56493
H -0.44717 -0.83352 -1.44299
H 1.68913 -0.07108 -3.33725
H 1.00080 1.45069 -2.47671
H 0.07692 0.56068 -3.37913

Atom charges from the Löwdin analysis, given in e for atoms 1 to 2: number 1, C, carries -0.210; number 2, C, carries -0.202



> Which of these has the highest multiplicity?

C16H17Cl2F5MoO2